Entry 1:
This record from the OMol25 dataset describes C42H40InN2O2PSbSe4Te as an isolated structure. The level of theory is the ωB97M-V functional and the def2-TZVPD basis.

- DFT total energy (eV) = -340957.9161
- total charge = -1
- gap between HOMO and LUMO (eV) = 5.53

Each line ends with the Löwdin charge.
Cartesian coordinates (Å):
In 10.385 13.525 15.274  0.780
Se 9.133 15.701 18.161  -0.164
Sb 10.307 17.165 19.990  0.224
Se 11.129 16.427 16.988  -0.202
Se 12.692 16.382 18.854  -0.147
Se 9.602 15.181 21.286  -0.383
C 12.487 6.718 14.443  -0.076
C 12.406 8.216 14.268  -0.266
C 12.570 8.854 13.021  -0.017
C 12.294 10.198 12.869  -0.065
C 12.455 10.969 11.574  -0.254
O 12.857 12.147 11.670  0.048
C 12.114 10.319 10.281  -0.145
C 11.413 9.141 10.161  -0.049
C 11.044 8.654 8.929  -0.077
C 11.219 9.436 7.758  -0.072
C 11.909 10.671 7.859  -0.069
C 12.328 11.083 9.127  -0.026
C 11.857 10.939 14.042  -0.290
O 11.018 11.949 13.870  -0.281
C 12.067 10.341 15.302  -0.130
C 12.265 8.992 15.433  -0.005
C 11.845 11.175 16.495  -0.275
N 12.411 12.336 16.697  0.023
C 13.691 12.753 16.053  -0.296
C 14.953 12.029 16.498  -0.467
Te 15.745 12.479 18.492  1.203
C 15.539 10.535 19.410  -0.559
C 16.390 9.479 18.987  -0.152
C 16.066 8.162 19.295  -0.106
C 14.948 7.930 20.093  -0.110
C 14.225 8.990 20.647  -0.080
C 14.436 10.320 20.202  -0.152
C 10.872 10.805 17.542  -0.152
C 10.754 11.575 18.744  -0.010
C 9.814 11.310 19.711  -0.075
C 9.048 10.148 19.620  -0.080
C 9.179 9.337 18.491  -0.085
C 10.054 9.683 17.456  -0.039
H 13.123 6.240 13.671  0.073
H 11.475 6.208 14.428  0.089
H 12.951 6.543 15.420  0.066
H 12.880 8.234 12.188  0.113
H 11.168 8.599 11.058  0.103
H 10.612 7.647 8.871  0.105
H 11.000 9.033 6.763  0.097
H 12.064 11.274 6.969  0.097
H 12.811 12.047 9.287  0.109
H 12.320 8.524 16.415  0.130
H 13.768 13.816 16.293  0.090
H 13.571 12.684 14.955  0.111
H 15.747 12.219 15.803  0.028
H 14.831 10.937 16.555  0.047
H 17.313 9.768 18.461  0.089
H 16.656 7.326 18.872  0.108
H 14.672 6.930 20.392  0.092
H 13.435 8.801 21.400  0.109
H 13.855 11.164 20.534  0.085
H 11.504 12.353 18.962  0.123
H 9.760 11.935 20.597  0.081
H 8.354 9.800 20.396  0.103
H 8.598 8.437 18.329  0.094
H 10.036 9.062 16.609  0.091
N 10.885 14.437 10.306  0.031
H 11.465 15.176 9.887  0.024
H 11.439 13.616 10.531  -0.018
H 10.140 14.241 9.628  0.018
C 10.720 16.460 13.115  -0.268
P 9.290 16.210 14.279  0.802
C 9.046 17.886 14.927  -0.449
C 10.121 18.821 14.962  -0.150
C 9.877 20.143 15.328  -0.084
C 8.548 20.594 15.518  -0.096
C 7.519 19.650 15.618  -0.093
C 7.757 18.323 15.251  -0.111
C 7.983 15.964 13.029  -0.365
C 7.129 14.842 13.016  -0.082
C 6.166 14.713 12.010  -0.081
C 6.084 15.713 11.026  -0.096
C 6.867 16.869 11.054  -0.086
C 7.753 17.010 12.110  -0.104
H 10.506 17.272 12.451  0.024
H 10.751 15.519 12.503  0.025
H 11.655 16.692 13.643  0.036
H 11.124 18.459 14.766  0.069
H 10.677 20.903 15.308  0.104
H 8.340 21.644 15.723  0.092
H 6.508 19.946 15.904  0.099
H 6.938 17.590 15.264  0.114
H 7.221 14.048 13.759  0.096
H 5.559 13.825 12.017  0.094
H 5.422 15.555 10.188  0.090
H 6.844 17.702 10.346  0.104
H 8.253 17.960 12.301  0.106


Entry 2:
This record from the OMol25 dataset describes C42H40N2O6P2Pt as an isolated structure. The level of theory is the ωB97M-V functional and the def2-TZVPD basis.

- DFT total energy (eV) = -81260.0704
- total charge = +2
- multiplicity = 5
- gap between HOMO and LUMO (spin up / spin down) (eV) = 7.53 / 4.08

Each line ends with the Löwdin charge.
Cartesian coordinates (Å):
Pt 0.998 -0.796 -0.480  0.820
C -1.856 -0.214 3.590  -0.060
C -2.651 -0.265 2.494  -0.076
C -3.209 0.940 1.865  -0.143
C -2.122 1.791 1.022  -0.094
C -0.922 2.322 1.730  0.026
C -0.713 2.316 3.049  0.068
C -1.807 2.269 4.102  -0.136
C -2.163 0.864 4.570  -0.158
C 1.536 -0.437 1.427  -0.292
H -1.181 -1.001 3.895  0.093
H -2.702 -1.176 1.873  0.089
H -3.730 1.613 2.536  0.106
H -3.885 0.606 1.071  0.122
H -1.688 1.114 0.243  0.128
H -2.607 2.575 0.394  0.150
H -0.167 2.818 1.083  0.156
H 0.298 2.324 3.462  0.140
H -2.694 2.777 3.685  0.122
H -1.515 2.927 4.955  0.140
H -1.604 0.699 5.488  0.095
H -3.228 0.928 4.849  0.145
H 1.118 -1.183 2.142  0.000
H 0.939 0.508 1.534  -0.035
H 2.591 -0.270 1.656  0.002
P -0.179 -1.710 -3.952  1.019
P 1.320 0.612 -4.003  1.054
C -1.127 -0.271 -4.492  -0.275
C -0.420 0.888 -4.417  -0.273
C -0.631 -2.911 -5.258  -0.389
C -1.753 -2.813 -6.089  -0.092
C -2.049 -3.839 -7.008  -0.053
C -1.185 -4.929 -7.134  -0.052
C -0.031 -5.014 -6.334  -0.058
C 0.253 -4.007 -5.416  -0.094
C -1.103 -2.394 -2.484  -0.342
C -0.659 -1.965 -1.205  -0.277
C -1.315 -2.266 -0.056  -0.157
C -2.482 -3.022 -0.120  -0.057
C -2.933 -3.493 -1.349  -0.048
C -2.256 -3.198 -2.544  -0.044
C 2.142 0.936 -5.653  -0.322
C 1.940 -0.026 -6.662  -0.097
C 2.528 0.120 -7.919  -0.056
C 3.350 1.237 -8.183  -0.046
C 3.557 2.202 -7.181  -0.055
C 2.949 2.055 -5.925  -0.073
C 1.701 2.140 -3.068  -0.390
C 2.967 2.131 -2.447  -0.116
C 3.369 3.211 -1.670  -0.061
C 2.514 4.306 -1.501  -0.061
C 1.260 4.319 -2.118  -0.070
C 0.840 3.236 -2.901  -0.078
H -2.140 -0.397 -4.900  0.084
H -0.778 1.909 -4.629  0.088
H -2.425 -1.958 -6.034  0.090
H -2.951 -3.776 -7.621  0.117
H -1.389 -5.708 -7.868  0.117
H 0.652 -5.865 -6.432  0.119
H 1.141 -4.057 -4.786  0.106
H 0.581 -0.942 -2.066  -0.099
H -0.897 -1.890 0.854  0.064
H -2.996 -3.240 0.811  0.115
H -3.824 -4.112 -1.401  0.119
H -2.615 -3.573 -3.511  0.116
H 1.318 -0.903 -6.474  0.087
H 2.368 -0.625 -8.703  0.116
H 3.834 1.348 -9.162  0.120
H 4.198 3.076 -7.388  0.122
H 3.119 2.818 -5.168  0.102
H 3.603 1.252 -2.575  0.112
H 4.350 3.182 -1.199  0.117
H 2.832 5.148 -0.885  0.116
H 0.595 5.175 -1.987  0.114
H -0.146 3.255 -3.371  0.091
O 0.786 -1.591 5.076  0.295
C 1.163 -0.468 5.472  -0.529
O 1.630 0.506 4.819  0.071
C 0.890 -0.200 6.944  -0.091
C 0.371 1.016 7.389  0.079
C 0.152 1.246 8.768  -0.092
C 0.437 0.249 9.716  0.136
C 0.946 -0.974 9.248  -0.092
C 1.186 -1.193 7.881  0.096
N 1.216 -2.051 10.180  -0.301
O 0.984 -1.918 11.401  0.103
O 1.690 -3.110 9.701  0.076
N -0.352 2.546 9.150  -0.303
O -0.642 3.356 8.236  0.057
O -0.462 2.809 10.365  0.111
H 0.142 1.793 6.666  0.119
H 0.271 0.440 10.771  0.144
H 1.565 -2.159 7.571  0.138


Per-record M, g/mol: 1315.8; 925.8
Per-record energy relative to the best compared isomer or geometry (same formula, charge and spin), kcal per mole: 45.0; 99.5
Per-record maximum force, hartree/bohr: 0.0532; 0.1087